(1)
ORCA calculation (ωB97M-V with the def2-TZVPD basis set) on C33H27HoN14O4S as an isolated structure.

CARTESIAN COORDINATES (ANGSTROEM)
Ho (-0.30, -0.16, -0.75)
S (4.96, -2.66, -4.98)
O (-1.40, -0.93, -2.71)
O (1.18, 1.39, 0.14)
O (-1.54, -1.23, 1.04)
O (-1.11, -2.54, -1.24)
N (-3.26, 2.80, -2.25)
N (-2.28, 3.46, -2.92)
N (-1.23, 1.38, 1.00)
N (-1.44, 1.72, -1.84)
N (1.10, -1.45, 0.96)
N (2.39, 2.75, -3.38)
N (1.88, -1.40, -1.81)
N (-0.57, 2.61, 1.06)
N (2.46, 0.77, -2.67)
N (0.05, 3.09, -3.15)
N (1.17, 1.06, -2.61)
N (3.19, 1.73, -3.11)
N (5.25, -7.13, -4.00)
N (-2.78, 1.78, -1.63)
C (0.64, 2.47, 0.58)
C (-3.34, 0.27, 1.32)
C (1.46, 3.73, 0.52)
C (-5.08, -1.90, 1.40)
C (-2.80, -1.05, 1.19)
C (5.04, -4.39, -4.59)
C (-1.20, 2.75, -2.64)
C (-1.69, -2.07, -2.24)
C (-3.73, -2.12, 1.25)
C (4.06, -1.12, -2.96)
C (1.73, 6.09, 0.88)
C (1.65, -2.37, -2.70)
C (3.73, -2.12, -3.80)
C (2.46, -2.74, -3.75)
C (3.01, 6.04, 0.34)
C (4.68, -5.36, -5.51)
C (0.96, 4.95, 0.97)
C (4.80, -6.70, -5.17)
C (-3.29, -2.45, -4.14)
C (-4.71, 0.46, 1.49)
C (2.74, 3.68, -0.02)
C (1.16, 2.31, -3.05)
C (-3.28, -4.01, -2.30)
C (-4.28, -4.74, -2.92)
C (-4.78, -4.34, -4.15)
C (5.58, -6.19, -3.11)
C (5.51, -4.83, -3.35)
C (3.01, -0.56, -2.08)
C (-2.78, -2.86, -2.91)
C (-2.47, 1.43, 1.30)
C (-5.60, -0.61, 1.52)
C (-4.28, -3.19, -4.76)
C (3.51, 4.83, -0.11)
H (0.17, 4.03, -3.48)
H (3.11, 2.73, -0.38)
H (-0.05, 4.98, 1.37)
H (0.78, -2.39, 0.77)
H (-2.90, 2.40, 1.56)
H (3.61, 6.94, 0.27)
H (0.74, -2.92, -2.51)
H (5.94, -6.54, -2.15)
H (4.30, -5.06, -6.48)
H (-5.08, 1.48, 1.57)
H (-5.76, -2.75, 1.41)
H (3.44, -0.20, -1.14)
H (-4.67, -2.87, -5.72)
H (2.18, -3.55, -4.41)
H (5.79, -4.11, -2.59)
H (4.50, 4.77, -0.55)
H (-5.56, -4.91, -4.63)
H (-2.87, -4.29, -1.34)
H (4.52, -7.46, -5.89)
H (-3.32, -3.12, 1.15)
H (-2.89, -1.54, -4.58)
H (5.05, -0.68, -2.96)
H (0.73, -1.17, 1.87)
H (-6.66, -0.44, 1.62)
H (1.33, 7.04, 1.22)
H (-4.68, -5.63, -2.44)
H (2.10, -1.40, 0.93)

**Net charge**: -2
**Gap between HOMO and LUMO (alpha / beta)**: 6.2 / 6.2 eV
**Energy above the lowest of the compared OMol25 structures with the same formula, charge and spin**: 27.75 kcal/mol
**Spin multiplicity**: 5
**LUMO energy (alpha / beta)**: 3.90 / 3.90 eV


(2)
ORCA calculation (ωB97M-V with the def2-TZVPD basis set) on a 3-piece molecular cluster, C33H27NO8S overall in a non-equilibrium geometry.

CARTESIAN COORDINATES (ANGSTROEM)
S (3.63, -4.37, -0.01)
O (1.06, 0.87, 0.34)
O (4.54, -4.09, 1.04)
O (-1.88, 3.51, 0.02)
O (2.50, -3.17, 0.10)
O (-0.61, -2.87, -0.67)
O (2.75, -5.66, 0.47)
O (-6.10, 0.99, -2.08)
O (4.95, 3.85, 2.48)
N (0.06, -5.05, -0.61)
C (-4.64, 5.75, -2.18)
C (-2.15, 0.79, 0.58)
C (0.99, 3.62, -0.16)
C (2.96, 0.94, 1.73)
C (1.99, 5.77, 0.22)
C (-0.22, -5.69, -1.88)
C (4.05, 3.18, 2.01)
C (3.09, -6.84, -0.26)
C (-3.71, 5.05, -1.43)
C (1.64, -3.12, -1.05)
C (3.85, -1.01, 2.81)
C (1.00, 4.99, -0.36)
C (0.25, -3.66, -0.75)
C (-4.96, 3.02, -1.80)
C (-2.85, 2.94, -0.43)
C (-3.07, 1.49, -0.19)
C (1.97, 3.02, 0.62)
C (-3.48, -1.20, 0.33)
C (2.98, 5.18, 0.99)
C (2.89, -0.42, 2.01)
C (4.96, 1.11, 3.06)
C (3.99, 1.71, 2.27)
C (-5.16, 1.56, -1.57)
C (-5.87, 3.73, -2.56)
C (-5.72, 5.09, -2.76)
C (2.98, 3.80, 1.19)
C (-0.89, -5.41, 0.45)
C (-2.36, -0.56, 0.84)
C (1.93, 1.55, 0.85)
C (-4.39, -0.51, -0.45)
C (-3.86, 3.69, -1.24)
C (4.89, -0.25, 3.33)
C (-4.18, 0.84, -0.72)
H (-1.29, -4.55, 0.98)
H (3.01, -7.67, 0.43)
H (-5.26, -1.01, -0.85)
H (2.40, -7.01, -1.07)
H (0.55, -5.37, -2.59)
H (-1.69, -6.02, 0.05)
H (-6.72, 3.21, -3.01)
H (-1.18, -5.40, -2.31)
H (2.00, 6.84, 0.08)
H (-0.36, -6.04, 1.16)
H (4.11, -6.80, -0.65)
H (2.08, -1.01, 1.59)
H (-4.52, 6.82, -2.32)
H (-1.28, 1.29, 0.97)
H (-3.64, -2.25, 0.54)
H (5.64, -0.71, 3.95)
H (-1.64, -1.10, 1.44)
H (2.11, -3.62, -1.90)
H (1.51, -2.07, -1.29)
H (-2.87, 5.57, -0.98)
H (0.21, 3.01, -0.61)
H (0.23, 5.45, -0.97)
H (-6.43, 5.64, -3.35)
H (5.77, 1.70, 3.47)
H (-0.11, -6.76, -1.82)
H (3.78, -2.07, 3.03)
H (3.76, 5.78, 1.45)

**Net charge**: 0
**Gap between HOMO and LUMO**: 8.6 eV
**LUMO energy**: -0.83 eV


(3)
ORCA calculation (ωB97M-V with the def2-TZVPD basis set) on C33H28BeN3P2S as an isolated structure.

CARTESIAN COORDINATES (ANGSTROEM)
S (0.45, -2.90, -4.29)
P (1.17, -1.70, 1.17)
P (-1.23, -1.17, -0.23)
N (-0.41, -2.25, 0.84)
N (1.14, -1.45, -2.02)
N (1.82, 0.85, -0.69)
C (-2.98, 0.50, 1.14)
C (3.11, -5.21, 0.64)
C (6.03, 4.07, -1.23)
C (-1.02, -3.76, -3.54)
C (5.59, 3.69, 0.04)
C (1.12, -0.79, 2.75)
C (2.32, -0.43, 3.36)
C (2.51, -3.97, 0.43)
C (0.46, -2.31, -2.60)
C (-4.99, -1.38, 1.43)
C (2.71, 1.56, -0.83)
C (4.49, 2.88, 0.17)
C (-5.15, -0.11, 1.96)
C (-2.86, -1.88, -2.34)
C (-3.15, -2.52, -3.61)
C (-0.10, 0.45, 4.41)
C (2.26, -3.70, 2.82)
C (-1.04, -3.35, 1.57)
C (-0.74, -3.14, -2.16)
C (-4.15, 0.84, 1.80)
C (-0.09, -0.34, 3.27)
C (5.35, 3.64, -2.36)
C (3.81, 2.43, -0.97)
C (2.86, -4.93, 3.02)
C (-1.77, -2.19, -1.62)
C (4.24, 2.82, -2.25)
C (2.08, -3.22, 1.53)
C (1.09, 0.80, 5.03)
C (2.30, 0.35, 4.51)
C (-3.84, -1.72, 0.75)
C (3.28, -5.69, 1.93)
C (-2.31, -3.38, -4.18)
C (-2.81, -0.78, 0.61)
Be (0.99, -0.62, -0.71)
H (-2.07, -3.12, 1.81)
H (-5.78, -2.12, 1.56)
H (6.12, 4.03, 0.92)
H (-2.54, -3.83, -5.14)
H (-6.06, 0.15, 2.48)
H (-3.56, -1.13, -1.98)
H (-0.86, -4.84, -3.58)
H (3.71, 2.48, -3.12)
H (-2.19, 1.24, 1.01)
H (1.93, -3.12, 3.67)
H (-1.02, -0.62, 2.80)
H (3.74, -6.65, 2.09)
H (6.90, 4.70, -1.33)
H (-4.28, 1.84, 2.19)
H (-0.46, -3.89, -1.41)
H (5.69, 3.94, -3.34)
H (-3.74, -2.70, 0.31)
H (-4.08, -2.26, -4.10)
H (-1.04, 0.79, 4.82)
H (3.44, -5.80, -0.20)
H (3.00, -5.31, 4.03)
H (3.26, -0.77, 2.95)
H (-1.01, -4.27, 0.99)
H (1.08, 1.42, 5.92)
H (4.13, 2.58, 1.15)
H (3.23, 0.61, 5.00)
H (-0.51, -3.53, 2.51)
H (2.38, -3.58, -0.57)

**Net charge**: +1
**Gap between HOMO and LUMO**: 7.3 eV
**LUMO energy**: -2.82 eV


(4)
ORCA calculation (ωB97M-V with the def2-TZVPD basis set) on C33H28Br9N5O10 as an isolated structure in a non-equilibrium geometry.

CARTESIAN COORDINATES (ANGSTROEM)
Br (-0.80, -4.20, 4.62)
Br (6.65, -7.54, 6.75)
Br (3.01, -19.49, 9.05)
Br (-1.39, -3.38, 1.47)
Br (4.05, -5.63, 7.12)
Br (4.71, -7.31, 4.25)
Br (1.97, -21.72, 6.79)
Br (-1.15, -6.47, 2.17)
Br (3.25, -18.74, 5.87)
O (-1.29, -16.01, 4.75)
O (5.44, -14.21, 6.85)
O (-2.84, -17.35, 8.99)
O (6.53, -12.83, 5.51)
O (-3.04, -19.39, 9.37)
O (-5.10, -10.54, 0.09)
O (-6.54, -11.70, 1.14)
O (-9.70, -20.53, 3.79)
O (-3.21, -15.21, 4.13)
O (-9.95, -22.72, 3.63)
N (6.34, -13.97, 6.01)
N (-2.12, -15.10, 4.63)
N (-5.80, -11.54, 0.21)
N (-3.49, -18.30, 9.32)
N (-9.26, -21.69, 3.74)
C (-5.93, -19.11, 9.38)
C (8.66, -16.13, 4.06)
C (-5.63, -20.82, 4.40)
C (-5.88, -23.20, 4.79)
C (-7.46, -17.89, 10.53)
C (-4.85, -13.16, -3.11)
C (-5.30, -17.01, 10.32)
C (-7.84, -21.85, 4.02)
C (-1.62, -13.76, 5.04)
C (-6.94, -20.75, 3.90)
C (4.77, -7.23, 6.32)
C (-5.01, -12.20, -2.09)
C (7.87, -15.08, 4.40)
C (-6.56, -16.83, 10.78)
C (-5.07, -22.05, 4.87)
C (-5.48, -14.42, -2.95)
C (7.28, -15.04, 5.70)
C (8.37, -17.10, 6.24)
C (-1.98, -11.36, 5.18)
C (-0.73, -11.22, 5.68)
C (-2.41, -12.64, 4.88)
C (-5.70, -12.49, -0.92)
C (-6.27, -14.69, -1.77)
C (7.64, -15.99, 6.61)
C (0.12, -12.27, 5.85)
C (-7.24, -23.14, 4.42)
C (2.15, -19.74, 7.25)
C (-0.50, -4.66, 2.72)
C (-7.18, -19.00, 9.82)
C (-4.90, -18.19, 9.66)
C (-0.37, -13.53, 5.62)
C (-6.41, -13.69, -0.75)
C (8.82, -17.17, 4.98)
H (-7.32, -19.83, 3.47)
H (-7.08, -13.80, 0.08)
H (1.13, -19.35, 7.24)
H (-6.52, -15.72, -1.58)
H (-4.04, -22.16, 5.18)
H (-4.55, -16.24, 10.41)
H (-5.51, -24.19, 5.00)
H (0.20, -14.40, 5.94)
H (7.12, -16.01, 7.56)
H (-6.81, -15.92, 11.31)
H (8.26, -17.94, 6.91)
H (9.34, -18.06, 4.65)
H (-5.41, -15.32, -3.54)
H (-8.45, -17.88, 10.95)
H (1.07, -12.14, 6.34)
H (-4.49, -11.26, -2.21)
H (-7.75, -24.07, 4.26)
H (0.54, -4.54, 2.42)
H (7.50, -14.35, 3.68)
H (9.30, -16.11, 3.19)
H (4.22, -8.09, 6.69)
H (-2.61, -10.51, 4.98)
H (-3.44, -12.80, 4.60)
H (-7.88, -19.82, 9.73)
H (-5.54, -19.88, 8.73)
H (-4.96, -19.97, 4.40)
H (-4.37, -12.92, -4.05)
H (-0.33, -10.26, 5.95)

**Net charge**: 0
**Gap between HOMO and LUMO**: 9.0 eV
**Energy above the lowest of the compared OMol25 structures with the same formula, charge and spin**: 106.06 kcal/mol
**LUMO energy**: -0.88 eV


(5)
ORCA calculation (ωB97M-V with the def2-TZVPD basis set) on C33H28Br9N5O10 as an isolated structure in a non-equilibrium geometry.

CARTESIAN COORDINATES (ANGSTROEM)
Br (0.38, -5.65, -1.82)
Br (4.68, 3.14, -1.66)
Br (0.90, -3.47, 0.65)
Br (2.18, 4.95, -2.41)
Br (1.50, -3.19, 5.49)
Br (-1.45, -3.09, -1.45)
Br (3.60, 5.28, 0.46)
Br (4.06, -4.29, 3.94)
Br (1.37, -6.10, 4.10)
O (4.09, 0.49, 1.77)
O (-3.38, 0.12, -0.76)
O (-1.94, -4.49, 3.26)
O (-5.10, 1.23, -1.47)
O (-0.70, 2.00, -2.69)
O (10.84, 3.57, -1.37)
O (-0.19, 1.92, -4.75)
O (10.42, 1.50, -1.64)
O (-3.83, -4.11, 2.31)
O (2.94, -1.15, 2.58)
N (-0.97, 1.81, -3.85)
N (-4.56, 0.23, -1.02)
N (10.16, 2.59, -1.19)
N (3.07, -0.15, 1.91)
N (-2.82, -3.75, 2.88)
C (-3.75, -1.42, 3.09)
C (-4.84, -2.07, -0.24)
C (8.99, 2.69, -0.33)
C (-4.66, 1.52, -3.63)
C (8.82, 3.83, 0.42)
C (-5.45, -3.31, -0.26)
C (0.69, -0.26, 1.42)
C (-6.83, -3.31, -0.53)
C (-3.35, 1.82, -3.27)
C (6.99, 1.78, 0.60)
C (-0.43, 0.10, 0.67)
C (-7.49, -2.16, -0.96)
C (-2.68, -2.30, 3.11)
C (-1.44, -1.86, 3.55)
C (-2.26, 0.41, 3.64)
C (3.85, 4.88, -1.42)
C (8.04, 1.66, -0.27)
C (-3.93, 0.40, -5.65)
C (7.79, 3.89, 1.36)
C (-2.61, 0.60, -5.24)
C (-2.33, 1.39, -4.13)
C (2.02, 1.41, 0.26)
C (-0.34, 1.15, -0.22)
C (0.88, 1.83, -0.42)
C (-5.42, -0.93, -0.80)
C (-4.93, 0.88, -4.83)
C (2.13, -4.27, 3.99)
C (6.85, 2.89, 1.45)
C (1.88, 0.36, 1.17)
C (-0.36, -4.40, -0.48)
C (-3.52, -0.09, 3.31)
C (-1.22, -0.52, 3.81)
C (-6.77, -1.00, -1.11)
H (-0.61, -2.54, 3.69)
H (-1.13, 1.28, -0.95)
H (-4.94, -4.20, 0.07)
H (6.07, 2.93, 2.19)
H (-4.33, 0.62, 3.30)
H (-1.30, -0.54, 0.63)
H (-1.02, -5.05, 0.08)
H (9.40, 4.74, 0.30)
H (-7.22, -0.13, -1.58)
H (-8.53, -2.24, -1.23)
H (-7.37, -4.25, -0.47)
H (-3.17, 2.41, -2.39)
H (0.95, 2.70, -1.05)
H (-5.38, 1.96, -2.95)
H (1.67, -3.86, 3.11)
H (-5.97, 0.72, -5.08)
H (-2.11, 1.43, 3.95)
H (-4.16, -0.22, -6.50)
H (-1.83, 0.19, -5.87)
H (2.90, 2.00, 0.05)
H (8.16, 0.87, -1.00)
H (-4.76, -1.78, 3.01)
H (6.32, 0.93, 0.67)
H (-0.23, -0.18, 4.10)
H (7.75, 4.76, 2.00)
H (4.52, 5.64, -1.79)
H (0.62, -1.05, 2.15)
H (-3.86, -2.09, 0.22)

**Net charge**: 0
**Gap between HOMO and LUMO**: 8.5 eV
**Energy above the lowest of the compared OMol25 structures with the same formula, charge and spin**: 48.92 kcal/mol
**LUMO energy**: -1.09 eV


(6)
ORCA calculation (ωB97M-V with the def2-TZVPD basis set) on C33H28BrN4O8PdS3 as an isolated structure in a non-equilibrium geometry.

CARTESIAN COORDINATES (ANGSTROEM)
Pd (-0.23, 0.21, 0.15)
Br (-5.05, 1.67, -2.98)
S (1.93, 4.48, 1.76)
S (3.11, 4.08, -2.16)
S (-0.30, 5.23, -0.67)
O (-5.43, -2.76, 1.38)
O (4.49, -6.06, -1.07)
O (-1.69, -1.98, -1.30)
O (0.96, 1.49, -0.79)
O (2.29, 0.22, 1.23)
O (-2.41, 0.36, 2.54)
O (5.85, -4.42, -0.79)
O (0.40, -1.79, 0.83)
N (-3.89, -1.21, 1.90)
N (-1.96, -0.77, 0.60)
N (-2.02, 1.93, -0.23)
N (4.73, -4.91, -0.76)
C (-3.38, -2.80, 0.13)
C (-1.05, 4.43, -2.96)
C (1.43, -2.46, 0.47)
C (-4.78, -2.03, -1.87)
C (1.30, 4.22, 3.32)
C (-2.70, -0.49, 1.72)
C (-2.27, -1.81, -0.25)
C (4.78, 3.81, -1.95)
C (-3.86, 3.13, 0.69)
C (2.70, 3.09, -0.82)
C (0.41, 2.49, 2.08)
C (-1.93, -3.85, 2.04)
C (3.82, 2.58, -0.24)
C (1.27, -3.84, 0.12)
C (2.77, -1.95, 0.41)
C (-4.65, 2.81, -0.40)
C (-4.16, -3.21, -1.12)
C (-4.35, -2.26, 1.16)
C (0.29, 3.71, -1.20)
C (-4.08, 2.05, -1.41)
C (3.61, -4.07, -0.33)
C (3.82, -2.76, 0.00)
C (-2.55, 2.68, 0.73)
C (3.08, -0.58, 0.79)
C (2.33, -4.62, -0.26)
C (1.10, 3.12, 1.10)
C (0.52, 3.11, 3.35)
C (1.24, 2.80, -0.41)
C (-0.19, 3.42, -2.44)
C (-2.77, 1.62, -1.28)
C (-1.20, 5.47, -2.10)
C (5.02, 2.98, -0.89)
C (-2.73, -4.06, 0.75)
H (-1.10, -3.16, 1.89)
H (-2.09, -4.48, -0.03)
H (6.01, 2.67, -0.58)
H (-1.53, -4.80, 2.38)
H (-4.94, -3.90, -0.80)
H (-4.26, 3.72, 1.51)
H (-1.90, 2.95, 1.56)
H (4.83, -2.35, -0.05)
H (-2.56, -3.46, 2.84)
H (4.14, -0.29, 0.65)
H (-3.47, -3.75, -1.77)
H (0.06, 2.49, -2.94)
H (1.57, 4.88, 4.13)
H (-4.46, -0.90, 2.68)
H (2.19, -5.66, -0.52)
H (0.27, -4.25, 0.16)
H (-3.54, -4.76, 0.94)
H (-5.68, 3.14, -0.48)
H (3.76, 1.93, 0.63)
H (-2.31, 1.02, -2.06)
H (-1.79, 6.37, -2.22)
H (-0.16, 1.58, 1.95)
H (-5.43, -2.38, -2.67)
H (5.50, 4.26, -2.62)
H (-4.01, -1.40, -2.31)
H (0.03, 2.73, 4.24)
H (-5.39, -1.42, -1.20)
H (-1.55, 4.37, -3.92)

**Net charge**: -1
**Gap between HOMO and LUMO (alpha / beta)**: 7.3 / 7.3 eV
**LUMO energy (alpha / beta)**: 1.66 / 1.66 eV